Entry 1:
The following is a DFT calculation (wB97M-V/def2-TZVPD) of a cluster of 6 separate species, C26H48BF2IN4O28PS5 in total in a non-equilibrium geometry.

Geometry as XYZ:
```
116
C26H48BF2IN4O28PS5 (wB97M-V/def2-TZVPD)
C -2.562 2.055 3.749
C -2.749 2.873 2.463
C -1.603 2.554 1.468
I -0.132 4.167 1.696
C -2.082 2.343 0.013
C -2.278 3.639 -0.810
C -3.247 4.609 -0.123
C -4.702 4.331 -0.375
O -3.939 5.484 -0.964
O -3.359 1.749 -0.034
P -3.581 0.348 -0.953
N -4.039 1.395 -2.461
C -3.903 0.948 -3.635
C -3.031 1.727 -4.629
C -4.577 -0.272 -4.239
B -5.509 0.265 -0.790
N -6.222 -0.922 -1.176
O -6.209 1.395 -0.332
N -3.145 -0.780 0.601
C -2.646 -2.033 0.279
O -3.231 -3.025 -0.022
F -1.291 -2.124 0.356
C -4.118 -0.803 1.575
O -4.346 0.063 2.358
F -4.872 -1.933 1.690
O -1.970 0.429 -1.493
C -1.149 1.417 -0.874
N -0.198 0.597 -0.101
C -0.272 2.109 -1.913
O 0.653 1.206 -2.549
C 1.951 1.492 -2.376
C 2.797 0.364 -1.835
O 2.456 2.552 -2.671
H -1.610 2.336 4.207
H -2.538 0.988 3.534
H -3.390 2.248 4.434
H -3.742 2.765 2.033
H -2.655 3.915 2.781
H -1.072 1.702 1.881
H -2.703 3.476 -1.797
H -1.382 4.263 -0.908
H -2.990 4.968 0.870
H -5.038 3.929 -1.319
H -5.348 4.689 0.418
H -3.569 -0.914 -1.657
H -2.057 1.251 -4.748
H -3.567 1.775 -5.587
H -2.970 2.751 -4.261
H -4.696 -1.079 -3.516
H -5.518 -0.031 -4.735
H -3.914 -0.675 -5.018
H -7.022 -1.074 -0.574
H -5.601 -1.725 -1.158
H -6.466 1.941 -1.080
H 0.024 -0.208 -0.675
H -0.692 0.188 0.686
H -0.842 2.578 -2.716
H 0.255 2.928 -1.417
H 2.369 -0.066 -0.936
H 3.776 0.771 -1.582
H 2.958 -0.388 -2.614
C 1.571 -2.258 2.496
C 0.508 -3.047 3.228
O 0.585 -2.584 4.578
S 1.007 -1.041 4.583
O -0.153 -0.233 4.712
O 2.112 -0.902 5.466
O 1.518 -0.949 3.066
H 2.570 -2.665 2.675
H 1.384 -2.209 1.425
H 0.676 -4.120 3.189
H -0.488 -2.819 2.842
C 0.783 -3.240 -5.764
C 1.915 -3.358 -4.768
O 1.859 -2.142 -4.020
S 0.339 -1.642 -3.898
O -0.183 -2.057 -2.648
O 0.312 -0.295 -4.330
O -0.278 -2.597 -5.044
H 1.057 -2.595 -6.603
H 0.457 -4.206 -6.140
H 2.893 -3.437 -5.235
H 1.753 -4.194 -4.083
C 3.434 -4.496 8.675
C 2.547 -5.722 8.602
O 1.264 -5.212 8.238
S 1.447 -3.922 7.284
O 1.323 -4.317 5.932
O 0.680 -2.864 7.828
O 3.002 -3.668 7.596
H 3.282 -3.951 9.610
H 4.488 -4.737 8.564
H 2.488 -6.254 9.547
H 2.879 -6.407 7.818
C 5.051 0.445 -4.510
C 4.756 0.407 -5.993
O 5.542 -0.696 -6.487
S 5.642 -1.824 -5.360
O 4.651 -2.813 -5.614
O 7.004 -2.165 -5.174
O 5.138 -0.940 -4.131
H 6.014 0.917 -4.304
H 4.272 0.946 -3.941
H 5.033 1.326 -6.501
H 3.703 0.188 -6.183
C 4.379 3.331 3.095
C 5.164 2.938 1.861
O 4.934 1.533 1.722
S 3.448 1.183 2.253
O 2.568 1.129 1.149
O 3.543 0.125 3.187
O 3.184 2.555 3.025
H 4.910 3.063 4.011
H 4.137 4.391 3.114
H 6.228 3.141 1.957
H 4.776 3.438 0.969
```

Computed properties:
Electronic energy, hartree: -6199.7860
LUMO, eV: 1.7
Maximum force, Eh/bohr: 0.059
Orbital gap, eV: 6.085
Net charge: -1


Entry 2:
The following is a DFT calculation (wB97M-V/def2-TZVPD) of a structure of composition C39H26Br2F7N4O3S2TeTi in a non-equilibrium geometry.

Geometry as XYZ:
```
85
C39H26Br2F7N4O3S2TeTi (wB97M-V/def2-TZVPD)
Ti -0.147 0.050 0.118
Br 1.040 2.226 4.204
C 0.424 0.437 4.170
C 0.364 -0.275 5.375
C -0.141 -1.549 5.418
Br -0.224 -2.452 7.086
C -0.622 -2.176 4.244
C -1.212 -3.455 4.188
C -1.682 -3.924 2.989
C -1.562 -3.121 1.842
N -1.006 -1.933 1.859
C -0.534 -1.452 3.027
C 0.001 -0.123 2.971
O -0.016 0.502 1.808
H 0.710 0.205 6.278
H -1.290 -4.037 5.094
H -2.145 -4.896 2.920
H -1.947 -3.463 0.891
F 2.332 4.689 1.342
C 2.052 3.814 0.369
C 1.128 2.807 0.611
C 0.795 1.867 -0.366
C 1.405 2.037 -1.632
C 2.374 3.026 -1.821
F 3.049 3.085 -2.985
C 2.724 3.924 -0.833
C 0.912 1.205 -2.739
C 0.861 1.651 -4.063
C 0.328 0.817 -5.031
C -0.142 -0.432 -4.651
C -0.108 -0.772 -3.311
N 0.396 0.022 -2.369
H 0.662 2.792 1.587
H 3.486 4.669 -0.988
H 1.199 2.641 -4.321
H 0.259 1.139 -6.059
H -0.560 -1.120 -5.366
H -0.515 -1.721 -2.985
F -2.938 -1.712 -2.708
Te -2.719 -0.851 -0.957
F -3.404 -2.671 -0.684
F -4.471 -0.095 -1.205
F -2.287 0.442 -2.362
F -3.448 -1.031 0.889
O -1.031 -1.324 -0.679
N -2.890 0.861 2.402
C -3.160 1.371 1.201
N -2.370 1.277 0.117
C -2.737 2.327 -0.769
C -1.990 2.853 -1.817
C -2.524 3.860 -2.598
C -3.795 4.366 -2.358
C -4.533 3.905 -1.284
C -3.973 2.921 -0.489
S -4.578 2.343 1.046
H -2.195 0.131 2.491
H -3.642 0.854 3.077
H -1.009 2.464 -2.030
H -1.943 4.248 -3.418
H -4.198 5.140 -2.988
H -5.511 4.294 -1.054
O 1.574 -0.830 0.161
S 2.137 -1.467 -1.117
C 3.780 -2.075 -0.674
C 4.740 -1.961 -1.670
C 6.007 -2.479 -1.461
C 6.305 -3.110 -0.264
C 5.346 -3.198 0.733
C 4.080 -2.674 0.535
C 1.329 -3.081 -1.142
C 1.049 -3.690 -2.355
C 0.382 -4.904 -2.364
C 0.042 -5.517 -1.168
C 0.360 -4.918 0.040
C 0.986 -3.684 0.057
H 4.495 -1.462 -2.595
H 6.756 -2.389 -2.231
H 7.287 -3.527 -0.105
H 5.578 -3.681 1.669
H 3.339 -2.714 1.317
H 1.342 -3.219 -3.282
H 0.131 -5.374 -3.302
H -0.462 -6.469 -1.179
H 0.128 -5.414 0.971
H 1.203 -3.183 0.990
```

Computed properties:
Electronic energy, hartree: -9707.3265
LUMO, eV: -4.4
Maximum force, Eh/bohr: 0.177
Relative energy (zero: lowest compared OMol25 entry of this formula, charge and spin), kJ/mol: 654.8
Orbital gap, eV: 6.686
Net charge: +1


Entry 3:
The following is a DFT calculation (wB97M-V/def2-TZVPD) of a structure of composition C6H9BN2O2 in a non-equilibrium geometry.

Geometry as XYZ:
```
20
C6H9BN2O2 (wB97M-V/def2-TZVPD)
B 2.456 0.443 0.154
C -1.392 1.756 -0.181
C -2.687 1.322 -0.039
C 1.218 -0.262 -0.076
C -0.582 0.591 -0.154
C 0.658 -1.635 -0.189
C -0.864 -1.698 0.315
N -2.784 -0.032 0.027
N -1.393 -0.452 -0.196
O 2.498 1.880 0.238
O 3.688 -0.238 0.011
H -0.876 2.719 -0.126
H -3.575 1.985 -0.132
H 0.748 -1.977 -1.201
H 1.168 -2.278 0.495
H -1.449 -2.491 -0.141
H -0.983 -1.768 1.409
H -3.525 -0.689 -0.192
H 3.427 2.227 0.000
H 4.250 0.595 -0.023
```

Computed properties:
Electronic energy, hartree: -518.7841
LUMO, eV: 0.4
Maximum force, Eh/bohr: 0.110
Relative energy (zero: lowest compared OMol25 entry of this formula, charge and spin), kJ/mol: 374.3
Orbital gap, eV: 6.782
Net charge: 0


Entry 4:
The following is a DFT calculation (wB97M-V/def2-TZVPD) of a structure of composition C33H28Cl2N5OSYb.

Geometry as XYZ:
```
71
C33H28Cl2N5OSYb (wB97M-V/def2-TZVPD)
Yb 1.056 0.081 0.860
Cl -3.713 5.126 0.120
C -2.178 4.307 0.266
C -1.378 4.538 1.380
C -0.195 3.846 1.525
C 0.221 2.874 0.592
O 1.318 2.188 0.807
C -0.599 2.680 -0.554
C -0.317 1.662 -1.572
N 0.463 0.689 -1.353
C 0.680 -0.435 -2.300
C 0.407 -0.155 -3.738
C 1.237 -0.624 -4.713
C 2.454 -1.278 -4.467
C 2.916 -1.354 -3.144
C 4.186 -1.860 -2.770
C 4.594 -1.848 -1.460
C 3.751 -1.319 -0.486
N 2.544 -0.840 -0.802
C 2.118 -0.873 -2.073
C -1.776 3.416 -0.703
H -1.689 5.262 2.122
H 0.446 4.022 2.380
H -0.856 1.770 -2.517
H -0.542 0.296 -4.001
H 0.935 -0.480 -5.745
H 3.071 -1.641 -5.276
H 4.835 -2.254 -3.543
H 5.561 -2.239 -1.174
H 4.026 -1.304 0.562
H -2.392 3.259 -1.580
C -4.377 1.459 0.914
N -3.502 1.667 2.055
C -3.734 2.546 3.089
C -2.691 2.459 3.927
N -1.810 1.520 3.397
C -2.315 1.040 2.220
S -1.740 -0.112 1.135
C -0.562 1.247 4.019
C -0.488 1.342 5.405
C 0.759 1.268 5.996
C 1.881 1.110 5.195
C 1.688 0.970 3.836
N 0.487 1.008 3.253
H -5.320 1.960 1.117
H -4.541 0.394 0.771
H -3.921 1.877 0.018
H -4.609 3.170 3.121
H -2.466 3.014 4.818
H -1.381 1.459 5.999
H 0.851 1.338 7.071
H 2.877 1.075 5.610
H 2.538 0.820 3.179
C 1.408 -1.975 2.100
H 1.884 -2.756 1.494
H 0.428 -2.379 2.394
H 1.990 -1.941 3.033
Cl -0.228 -6.634 -4.939
C -0.251 -5.162 -4.008
C -1.308 -4.282 -4.153
C -1.315 -3.113 -3.407
C -0.284 -2.815 -2.526
C -0.292 -1.535 -1.743
C 0.759 -3.726 -2.390
C 0.785 -4.897 -3.128
H -2.110 -4.509 -4.841
H -2.135 -2.415 -3.524
H -0.008 -1.781 -0.705
H -1.293 -1.097 -1.727
H 1.565 -3.526 -1.693
H 1.598 -5.601 -3.023
```

Computed properties:
Electronic energy, hartree: -4100.6538
LUMO (spin up / spin down), eV: -0.5 / -0.5
Maximum force, Eh/bohr: 0.014
Multiplicity: 2
Relative energy (zero: lowest compared OMol25 entry of this formula, charge and spin), kJ/mol: 90.8
Orbital gap (spin up / spin down), eV: 4.706 / 4.707
Net charge: 0


Entry 5:
The following is a DFT calculation (wB97M-V/def2-TZVPD) of a structure of composition C5H8O2 in a non-equilibrium geometry.

Geometry as XYZ:
```
15
C5H8O2 (wB97M-V/def2-TZVPD)
O -1.473 -0.733 -2.518
C -1.086 0.102 -1.500
C -0.221 -0.546 0.172
C 1.266 -0.188 0.146
C 1.173 0.620 1.461
C -0.327 0.307 1.484
O -1.203 0.597 2.257
H -2.429 -0.731 -2.666
H -1.553 0.217 -0.537
H -0.217 0.657 -1.810
H -0.517 -1.585 0.350
H 1.931 -1.049 0.172
H 1.526 0.436 -0.715
H 1.399 1.693 1.397
H 1.730 0.205 2.307
```

Computed properties:
Electronic energy, hartree: -345.6478
LUMO, eV: 0.6
Maximum force, Eh/bohr: 0.057
Relative energy (zero: lowest compared OMol25 entry of this formula, charge and spin), kJ/mol: 412.6
Orbital gap, eV: 9.241
Net charge: 0


Entry 6:
The following is a DFT calculation (wB97M-V/def2-TZVPD) of a cluster of 4 separate species, H10NO3 in total in a non-equilibrium geometry.

Geometry as XYZ:
```
14
H10NO3 (wB97M-V/def2-TZVPD)
N 0.689 -0.908 0.496
H 1.416 -0.592 1.080
H 0.006 -0.184 0.566
H 0.995 -1.115 -0.443
H 0.374 -1.876 0.791
H -1.678 1.214 -1.132
H -0.227 1.718 -0.662
O -1.023 0.926 -0.474
H 0.887 2.720 -0.245
H 2.076 1.846 0.438
O 1.517 1.988 -0.368
H -1.970 -2.561 0.265
H -1.880 -1.231 -0.208
O -1.183 -1.945 -0.103
```

Computed properties:
Electronic energy, hartree: -286.1669
LUMO, eV: -3.7
Maximum force, Eh/bohr: 0.138
Relative energy (zero: lowest compared OMol25 entry of this formula, charge and spin), kJ/mol: 258.6
Orbital gap, eV: 12.321
Net charge: +1